Entry 1:
{"formula": "C20H31Cl4F3O18", "method": "ωB97M-V/def2-TZVPD", "species": ["C", "O", "C", "O", "O", "C", "H", "H", "H", "H", "H", "H", "C", "O", "C", "O", "O", "C", "H", "H", "H", "H", "H", "H", "C", "O", "C", "O", "O", "C", "H", "H", "H", "H", "H", "H", "C", "C", "O", "C", "O", "O", "F", "H", "H", "H", "C", "C", "O", "C", "O", "O", "F", "H", "H", "H", "C", "C", "O", "C", "O", "O", "F", "H", "H", "H", "C", "Cl", "Cl", "H", "H", "C", "Cl", "Cl", "H", "H"], "xyz": [[0.13605, -4.05605, -0.52446], [-0.24046, -2.76268, -0.95148], [-1.45652, -2.35390, -0.94576], [-2.41990, -2.98597, -0.46721], [-1.44131, -1.21625, -1.49065], [-2.70075, -0.48956, -1.64495], [1.16946, -4.23935, -0.81871], [-0.51691, -4.79572, -0.98774], [0.10367, -4.11975, 0.56320], [-2.47100, 0.52308, -1.97641], [-3.13437, -0.31738, -0.65986], [-3.44761, -0.96707, -2.27921], [-1.49798, 0.36613, -3.70643], [-0.67806, 1.10983, -4.61615], [0.58614, 1.27545, -4.33178], [1.13140, 0.84534, -3.30240], [1.07626, 2.21489, -5.11444], [2.37606, 2.69875, -4.88211], [-1.27720, -0.69567, -3.81568], [-2.53409, 0.44907, -4.03460], [-1.52620, 0.74024, -2.68303], [2.65330, 3.11322, -5.85136], [3.07602, 1.91490, -4.59275], [2.33823, 3.47658, -4.11944], [0.68826, -1.49058, 2.21212], [-0.50094, -1.24140, 1.47641], [-1.68292, -1.64345, 1.95606], [-1.81611, -2.12486, 3.04132], [-2.55152, -1.54521, 0.99134], [-3.76798, -2.15568, 1.00690], [0.96931, -2.50899, 1.94386], [0.51912, -1.35612, 3.28048], [1.51719, -0.87358, 1.86531], [-4.15277, -2.07878, 2.02382], [-3.65942, -3.21060, 0.75501], [-4.42906, -1.68255, 0.28078], [-1.86860, 1.49777, 3.54085], [-1.59850, 1.40910, 2.03263], [-2.79351, 0.87169, 1.51293], [-3.67267, 0.51032, 2.47911], [-4.74536, -0.06228, 2.33441], [-3.13259, 0.77419, 3.66770], [-0.55525, 0.65174, 1.78617], [-2.02852, 2.52743, 3.86076], [-1.05338, 1.06595, 4.12140], [-1.46955, 2.40734, 1.61429], [0.50201, 2.89159, 1.99537], [1.86951, 2.38996, 2.28235], [2.10373, 3.02109, 3.50503], [1.00759, 3.02228, 4.20422], [0.92332, 3.31812, 5.42603], [-0.00059, 2.87757, 3.30745], [2.71548, 2.64450, 1.29867], [0.07940, 2.30550, 1.17929], [0.47026, 3.92901, 1.66244], [1.90886, 1.30195, 2.33535], [3.90101, -0.62569, 1.15629], [4.13539, 0.75574, 0.57524], [3.07094, 0.83312, -0.35682], [2.65668, -0.47283, -0.68531], [1.83773, -0.58482, -1.57250], [3.32834, -1.36419, 0.06090], [5.25519, 0.81215, -0.19694], [3.23948, -0.61133, 2.02247], [4.83108, -1.13696, 1.40463], [4.20796, 1.61643, 1.24013], [-0.09890, 0.09888, -0.13473], [0.99914, 1.00195, 0.90991], [-0.70529, 1.10222, -1.43423], [0.52149, -0.64964, -0.62762], [-0.91399, -0.34152, 0.43954], [0.98344, -1.42547, -2.78418], [2.08834, -2.30106, -3.76074], [-0.67466, -1.77357, -3.41423], [1.14585, -1.76284, -1.76053], [1.09173, -0.34174, -2.82771]], "atomic_forces_ev_per_a": [[-0.344, -0.496, 0.266], [2.412, -1.388, 1.076], [-3.632, -4.158, 1.893], [3.851, -0.923, -5.316], [-4.366, 3.215, 2.107], [-1.774, -0.320, 1.528], [-0.101, 0.315, -0.291], [0.026, -0.035, 0.195], [-0.310, -0.116, 0.043], [-1.964, -1.718, 0.607], [0.013, -0.388, -0.137], [0.480, -0.482, -0.086], [-3.964, 5.110, -2.972], [0.133, 0.251, -0.702], [-0.579, 0.709, 2.571], [0.696, 4.729, -3.673], [-0.278, -0.627, -0.773], [0.539, 0.162, -0.234], [-2.521, 5.473, -1.451], [-0.153, 0.665, -0.828], [0.358, -0.383, -4.712], [0.282, 0.129, 0.256], [-0.124, -0.007, 0.036], [0.119, -0.021, 0.013], [-0.019, -1.569, 0.494], [0.894, -6.398, 2.418], [0.145, -2.179, 0.524], [-0.418, 0.035, 0.912], [2.007, 3.069, 1.491], [-3.191, -1.872, 2.298], [0.089, -0.223, 0.628], [0.046, -0.215, -0.009], [-0.928, -0.176, 0.078], [-0.389, -0.009, -0.307], [-0.554, 0.393, 0.600], [0.178, 0.024, 0.285], [-1.619, -0.271, -0.188], [-4.134, 1.995, 2.125], [-0.202, 0.560, -0.969], [-1.879, -1.663, 0.873], [2.623, 2.385, -0.052], [0.679, 0.366, 0.725], [-9.421, 2.074, 9.117], [-0.249, -0.386, 0.048], [-0.599, -0.403, 0.088], [-0.593, -0.632, -0.362], [0.054, 4.313, 0.557], [0.218, 1.170, 1.348], [3.781, -0.056, 0.425], [-1.397, 2.710, 4.325], [-0.076, -1.830, -5.137], [-1.094, 0.207, 1.600], [1.322, 3.144, 0.203], [-0.918, 2.632, 1.790], [0.700, 0.463, 0.014], [0.655, 0.646, 2.444], [1.447, -0.312, -0.019], [-0.232, -0.421, -1.278], [1.979, -1.478, -0.755], [1.846, 3.576, -0.217], [11.528, 5.650, 10.156], [-1.316, 0.362, -0.240], [1.031, -0.381, 0.061], [0.067, -0.014, -0.127], [-0.066, 0.131, 0.106], [-0.149, -0.759, -0.094], [0.212, 0.671, -3.079], [7.216, -6.925, -12.436], [4.558, 4.563, 5.578], [-1.672, 0.552, 1.004], [0.761, 1.969, -3.202], [-3.971, -5.428, -3.568], [1.491, -0.567, -1.037], [5.750, -13.864, -3.534], [-3.171, -3.129, -2.743], [-1.819, -2.196, -2.378]], "lowdin_charge": [0.018, -0.081, -0.681, 0.055, -0.294, -0.052, 0.106, 0.114, 0.094, 0.010, 0.097, 0.138, -0.263, 0.076, -0.528, -0.001, 0.027, -0.035, -0.283, 0.113, -0.156, 0.098, 0.100, 0.100, 0.005, -0.159, -0.580, 0.198, -0.084, -0.073, 0.114, 0.122, 0.023, 0.105, 0.114, 0.120, 0.010, -0.311, 0.133, -0.514, 0.139, 0.104, -0.299, 0.150, 0.152, 0.166, -0.186, -0.473, 0.195, -0.481, 0.131, 0.008, 0.053, 0.009, 0.177, 0.090, -0.032, -0.302, 0.001, -0.413, -0.096, 0.123, 0.074, 0.116, 0.154, 0.163, -0.581, 1.090, 1.007, 0.049, 0.053, -0.946, 0.662, 0.992, 0.033, -0.078], "charge": 0, "homo_energy_ev": -7.068, "e_above_lowest_kcal_mol": 842.8, "spin_multiplicity": 1, "gap_ev": 6.9}

Entry 2:
{"formula": "C6H6BrClN3", "method": "ωB97M-V/def2-TZVPD", "species": ["C", "C", "C", "C", "C", "C", "N", "N", "N", "Cl", "Br", "H", "H", "H", "H", "H", "H"], "xyz": [[-2.39728, 1.43200, 0.72070], [1.06592, -2.08899, 0.27940], [1.87428, -0.91635, 0.34225], [-0.08636, -0.35811, -0.42619], [1.50054, 1.47334, -0.32056], [-2.89379, 0.60062, -0.29699], [-2.00737, 2.19397, 1.54443], [1.13918, 0.08672, -0.19258], [-0.22077, -1.69565, -0.14464], [3.48784, -0.82975, 0.87796], [-4.22635, -0.65409, -0.03234], [1.38359, -3.12166, 0.47480], [0.82270, 1.88934, -1.14580], [1.27690, 2.05524, 0.57355], [2.56436, 1.59618, -0.56343], [-2.32816, 0.55640, -1.25011], [-0.95522, -2.21921, -0.44044]], "atomic_forces_ev_per_a": [[0.504, 1.973, 1.938], [1.092, 1.182, 0.411], [-0.920, -4.130, -0.069], [-1.478, -1.508, -0.212], [-0.743, 1.864, -1.402], [1.351, -0.673, -0.375], [-0.993, -2.167, -2.264], [-1.278, 0.258, 0.614], [5.308, 4.366, 0.730], [-0.500, 0.264, -0.305], [0.499, 0.573, 0.008], [-0.451, 0.679, -0.008], [1.303, -0.465, 1.068], [0.028, -0.316, 0.169], [-0.458, -0.229, -0.094], [-0.792, 0.311, 0.534], [-2.474, -1.980, -0.745]], "nbo_charge": [0.131, -0.064, 0.078, 0.483, -0.426, -0.282, -0.157, -0.390, -0.526, 0.142, 0.292, 0.268, 0.241, 0.247, 0.253, 0.268, 0.442], "charge": 1, "homo_energy_ev": [-13.498, -12.974], "e_above_lowest_kcal_mol": 90.8, "spin_multiplicity": 1, "gap_ev": [7.5, 5.6]}